89
Properties=species:S:1:pos:R:3:forces:R:3:mulliken_charge:R:1 method="wB97M-V/def2-TZVPD" total_charge=0 e_homo_ev=-7.86 orbital_gap_ev=7.77 spin_multiplicity=1 e_tot_ha=-4944.328226 molar_mass_g_mol=820.04
Zn 0.7546 -0.5026 5.5398 -0.42 1.19 0.11 0.1802
C -2.3498 0.0697 5.6436 -0.25 -0.91 -0.35 -0.5044
C -2.2372 -0.2623 4.3466 0.33 -0.11 0.34 -0.5401
C -2.7305 0.6298 3.2596 0.34 0.94 -0.57 -0.8544
C -1.6381 1.5076 2.5537 -0.64 -0.16 -0.46 -0.2200
C -0.6218 2.1136 3.4727 0.23 -0.30 0.50 -0.4653
C -0.8432 2.5098 4.7302 0.48 -0.20 -0.16 -0.3524
C -2.1706 2.6680 5.3976 -0.72 -0.36 0.53 -1.0056
C -2.6655 1.4083 6.2055 -0.27 0.92 0.27 -0.6937
C 2.1390 0.0386 4.2984 0.10 -0.65 -0.26 -0.9581
H -2.3697 -0.7202 6.3900 0.78 -0.05 -0.04 0.6679
H -1.7772 -1.2138 4.0343 -0.72 0.06 0.30 0.5531
H -3.4719 1.3127 3.6918 0.06 -0.32 -0.18 0.3700
H -3.2613 0.0258 2.5011 0.28 0.24 0.25 0.5011
H -1.1317 0.8924 1.7897 -0.03 0.26 0.32 -0.1794
H -2.1513 2.3059 1.9935 0.04 -0.23 0.01 0.3649
H 0.3984 2.1153 3.0892 -0.13 -0.01 0.21 0.5731
H 0.0107 2.7043 5.3870 -0.09 0.24 -0.38 0.3315
H -2.9551 2.9636 4.6862 0.38 0.05 0.15 0.3872
H -2.0649 3.4807 6.1344 -0.21 -0.18 -0.30 0.4291
H -2.2225 1.4704 7.2129 -0.07 -0.21 -0.38 0.1858
H -3.7577 1.4818 6.3767 0.34 0.12 -0.11 0.4180
H 3.0565 -0.2457 4.8450 -0.17 0.06 -0.66 0.2430
H 2.0993 1.1244 4.1983 -0.07 -0.11 0.13 0.2198
H 2.0412 -0.4205 3.3038 0.42 0.12 0.40 0.3188
P -0.0010 -2.2239 -4.4961 0.65 -0.62 -0.03 0.0006
P 1.9674 0.4578 -4.7683 0.64 -0.03 0.12 0.0296
C -0.5715 -0.6404 -5.1795 0.25 1.06 0.13 -0.4783
C 0.1992 0.4730 -5.1702 -0.84 -0.72 -0.36 -0.5156
C -0.8602 -3.4153 -5.5856 0.03 -0.33 -0.20 0.3727
C -2.0430 -3.0939 -6.2630 0.11 -0.55 -0.12 -0.0080
C -2.6767 -4.0525 -7.0568 0.08 0.00 -0.04 -0.6434
C -2.1431 -5.3370 -7.1867 0.20 0.29 0.30 -0.4811
C -0.9539 -5.6551 -6.5163 -0.10 -0.05 -0.08 -0.4653
C -0.2955 -4.7051 -5.7342 -0.63 0.51 -0.08 -0.3593
C -0.9734 -2.3834 -2.9375 -0.08 0.30 0.21 0.4346
C -0.5888 -1.5343 -1.8759 -0.51 -0.34 -0.19 -0.7518
C -1.3292 -1.5286 -0.6931 -0.02 -0.13 -0.04 -0.1492
C -2.4588 -2.3488 -0.5608 0.14 0.01 -0.30 -0.4093
C -2.8124 -3.2169 -1.6006 0.30 -0.03 0.22 -0.5843
C -2.0340 -3.2849 -2.7599 -0.02 0.32 0.07 -0.4126
C 2.6137 1.2702 -6.3088 -0.08 -0.19 -0.17 0.3655
C 2.5954 0.4670 -7.4686 -0.02 0.63 0.14 -0.4645
C 2.9565 1.0176 -8.6982 0.08 0.03 0.08 -0.4948
C 3.3428 2.3609 -8.7911 -0.16 -0.13 0.33 -0.4735
C 3.3890 3.1439 -7.6343 0.23 -0.22 0.03 -0.5005
C 3.0834 2.5898 -6.3858 -0.23 -0.13 -0.20 -0.2815
C 2.0497 1.8615 -3.6065 0.21 -0.05 0.45 0.5704
C 3.1794 1.9372 -2.7593 -0.64 0.40 -0.34 -0.4953
C 3.3139 3.0272 -1.9004 -0.03 0.09 0.08 -0.5070
C 2.3363 4.0311 -1.8612 0.01 -0.23 -0.31 -0.5507
C 1.2190 3.9395 -2.6960 -0.03 -0.15 0.15 -0.6640
C 1.0521 2.8388 -3.5389 0.41 0.23 0.31 0.0154
H -1.5802 -0.5700 -5.5931 0.17 0.21 0.34 0.3700
H -0.2367 1.4257 -5.4921 0.05 -0.43 -0.24 0.6840
H -2.4775 -2.0977 -6.1848 0.04 -0.41 0.00 0.1023
H -3.5939 -3.7820 -7.5781 0.17 -0.12 0.08 0.3791
H -2.6488 -6.0790 -7.8070 0.18 0.20 0.21 0.3703
H -0.5406 -6.6599 -6.6080 -0.06 0.26 -0.01 0.3754
H 0.6448 -4.9468 -5.2300 -0.34 0.08 -0.16 0.3724
H 0.2830 -0.8840 -1.9951 -0.30 -0.15 0.06 0.3769
H -1.0219 -0.8832 0.1337 -0.13 -0.18 -0.26 0.3403
H -3.0498 -2.3239 0.3569 0.16 0.01 -0.29 0.3696
H -3.6892 -3.8607 -1.5071 0.30 0.13 0.05 0.3541
H -2.2582 -4.0382 -3.5235 -0.04 0.49 0.20 0.2907
H 2.2792 -0.5769 -7.3930 0.07 0.31 -0.08 0.3639
H 2.9376 0.3923 -9.5899 0.01 0.16 0.17 0.3628
H 3.6195 2.7881 -9.7560 -0.13 -0.11 0.27 0.3533
H 3.6827 4.1927 -7.6937 0.02 -0.29 0.00 0.3646
H 3.2068 3.1898 -5.4768 -0.25 -0.20 -0.41 0.2869
H 3.9334 1.1460 -2.7922 -0.23 0.29 0.00 0.3709
H 4.1911 3.1002 -1.2559 -0.26 -0.02 -0.12 0.3997
H 2.4408 4.8794 -1.1831 0.03 -0.24 -0.22 0.3961
H 0.4566 4.7177 -2.6921 0.18 -0.15 0.13 0.4029
H 0.1415 2.7476 -4.1315 0.38 0.18 0.15 0.1941
F 1.9107 -1.9402 7.3162 0.13 0.79 0.72 -0.2504
C 1.9848 -0.9441 8.2750 0.80 0.00 0.27 0.4730
F 2.3902 -1.5338 9.4292 -0.36 0.68 -1.20 -0.2387
F 2.9530 -0.0962 7.8608 -0.69 -0.67 0.35 -0.2212
C 0.5971 -0.2118 8.3674 -0.57 0.42 -0.64 0.7370
O 0.2031 0.3297 7.1500 0.68 -1.10 1.11 -0.1854
C -0.4547 -1.3084 8.7540 -0.74 -0.38 0.46 0.7473
F -0.1350 -2.0382 9.8600 -0.33 0.73 -1.02 -0.2666
F -1.6749 -0.7581 8.9563 0.89 -0.46 -0.09 -0.2320
F -0.5948 -2.1895 7.7128 0.07 0.61 0.85 -0.2427
C 0.6166 1.0372 9.3559 0.01 0.10 0.24 0.4270
F 0.9808 0.7596 10.6415 -0.33 0.02 -1.22 -0.2631
F 1.4829 1.9573 8.8728 -0.64 -0.67 0.46 -0.2258
F -0.6160 1.6062 9.3922 1.10 -0.46 0.02 -0.2075